102
Properties=species:S:1:pos:R:3:mulliken_charge:R:1 method="wB97M-V/def2-TZVPD" total_charge=-1 fmax_ev_per_a=5.0 homo_ha=-0.14786 e_tot_ha=-2444.79512 orbital_gap_ev=3.4201 relative_energy_kj_mol=1026.1
O 0.3915 0.7662 -0.6644 -0.3978
H 0.3827 1.5808 -1.1723 0.4455
H -0.4732 0.4141 -0.4408 0.4653
H 0.9835 0.1214 -1.0587 0.4609
C 4.6764 -4.3341 -2.8403 -0.2436
O 5.1150 -4.3341 -4.2006 -0.2560
O 3.6137 -3.4670 -2.6646 -0.9322
C 4.4785 -5.8882 -2.4383 0.8368
F 3.2992 -6.5041 -2.6730 -0.2712
F 5.3466 -6.6806 -3.2554 -0.3176
F 4.8004 -6.0601 -1.1685 -0.2723
C 6.5199 -3.9993 -4.5146 -0.1456
C 6.6197 -3.9459 -6.0714 -1.2271
H 6.7567 -4.9132 -6.5548 0.2967
H 5.8970 -3.3234 -6.5989 0.3184
H 7.5450 -3.4627 -6.3853 0.4059
H 7.2221 -4.7277 -4.1092 0.2408
H 6.6600 -3.0076 -4.0844 0.3012
H 5.3774 -3.9912 -2.0793 0.2696
C -5.8256 0.7292 1.3031 0.0409
O -7.0738 0.0907 1.0739 -0.2744
O -5.1522 0.6090 0.0508 -0.9231
C -6.1305 2.2444 1.8253 0.7337
F -7.2540 2.8355 1.2659 -0.3008
F -6.3344 2.2807 3.1516 -0.2832
F -5.2340 3.1846 1.5193 -0.2871
C -7.6944 -0.5966 2.2010 -0.2616
C -8.6384 -1.6577 1.6309 -1.1131
H -7.9843 -2.4635 1.2979 0.2187
H -9.3564 -2.0195 2.3669 0.3715
H -9.2707 -1.2424 0.8462 0.3049
H -8.2056 0.1039 2.8614 0.3045
H -6.9786 -1.1123 2.8411 0.2930
H -5.2093 0.1870 2.0202 0.1899
C 1.3297 2.7706 -5.8118 -1.4650
C 2.5030 3.6659 -5.3874 0.3999
C 2.6582 4.9616 -6.2925 -0.8124
O 3.4002 6.0317 -5.7129 -0.3575
C 4.8126 5.8913 -5.8013 -0.6943
N 2.1554 4.2096 -4.0780 -0.6722
H 1.1456 1.7951 -5.3616 0.3541
H 1.3896 2.5294 -6.8731 0.3313
H 0.3085 3.0870 -5.5995 0.3368
H 3.4656 3.1674 -5.5011 0.3067
H 1.7452 5.5344 -6.4552 0.3356
H 3.0329 4.8423 -7.3091 0.4828
H 5.3195 6.5119 -5.0624 0.2513
H 5.0119 6.2370 -6.8156 0.3046
H 5.1760 4.8748 -5.6505 0.2927
H 2.9464 4.7118 -3.7010 0.2966
H 1.5857 5.0114 -4.3079 0.3172
C -1.6538 -1.1539 6.5092 -1.3924
C -0.0837 -1.1328 6.3128 0.2819
C 0.1437 -2.6171 5.8538 -0.8660
O 1.5437 -2.9828 5.5203 -0.3299
C 1.6239 -4.3331 5.0875 -0.7317
N 0.2817 -0.3212 5.1497 -0.7413
H -1.9357 -1.6850 7.4183 0.3712
H -2.2806 -1.4859 5.6816 0.3438
H -2.2090 -0.2389 6.7160 0.3986
H 0.5516 -0.9834 7.1859 0.3429
H -0.5608 -2.8394 5.0524 0.4077
H -0.1762 -3.2903 6.6492 0.4163
H 1.3035 -5.0765 5.8174 0.2819
H 2.6022 -4.6945 4.7705 0.2809
H 0.9960 -4.4048 4.1994 0.3175
H 1.2839 -0.4238 5.0784 0.3391
H 0.0184 -0.7597 4.2788 0.2792
C 1.9364 6.4655 2.9825 -1.4070
C 3.3373 6.2851 3.6468 0.5036
C 3.2689 6.0972 5.0958 -0.8340
O 4.5829 6.1957 5.7226 -0.3196
C 4.5646 5.7667 7.0368 -0.7659
N 4.1956 5.3052 3.0102 -0.7199
H 1.4749 7.3478 3.4258 0.3756
H 1.2523 5.6227 2.8836 0.3295
H 2.0122 6.8207 1.9548 0.3593
H 3.7131 7.3025 3.5382 0.1852
H 2.7744 5.1710 5.3887 0.3992
H 2.7109 6.9028 5.5729 0.3773
H 5.5043 6.0531 7.5091 0.2536
H 4.2983 4.7105 7.0770 0.3328
H 3.7775 6.1806 7.6671 0.3057
H 4.0925 4.3699 3.3773 0.2703
H 5.1047 5.5621 3.3673 0.3542
C -3.6305 -4.6607 -1.0340 -1.4379
C -4.1458 -4.8759 -2.5026 0.3621
C -5.6660 -4.7977 -2.5842 -0.7456
O -6.1434 -4.8467 -3.9259 -0.3335
C -7.5820 -4.4721 -4.1193 -0.6880
N -3.4682 -3.7959 -3.2031 -0.7801
H -2.6319 -5.0931 -0.9718 0.4459
H -4.2889 -5.1419 -0.3109 0.3393
H -3.4439 -3.6239 -0.7539 0.3732
H -3.7732 -5.8335 -2.8663 0.3847
H -5.9516 -3.8793 -2.0712 0.3323
H -5.9768 -5.6936 -2.0467 0.2849
H -8.2097 -5.2284 -3.6479 0.2901
H -7.9444 -4.4151 -5.1457 0.2551
H -7.7835 -3.5655 -3.5487 0.2998
H -3.6802 -3.0226 -2.5889 0.2848
H -2.5856 -4.0391 -2.7765 0.3339

14
Properties=species:S:1:pos:R:3:mulliken_charge:R:1 method="wB97M-V/def2-TZVPD" total_charge=0 fmax_ev_per_a=1.1 homo_ha=-0.40840 e_tot_ha=-324.65994 smiles=CC[C@@]1(C#N)CO1 orbital_gap_ev=11.9460 relative_energy_kj_mol=169.4
C 0.1776 1.6960 0.6229 -1.2560
C -0.4500 0.7382 -0.3865 -0.3909
C 0.1078 -0.6755 -0.3578 1.1763
C -0.7411 -1.8576 -0.1244 -0.6940
O -0.3140 -1.5059 -1.4277 -0.4487
C 1.5273 -0.7720 -0.0052 -0.1717
N 2.6358 -0.8205 0.3201 -0.4104
H 0.0459 1.3613 1.6574 0.3285
H -0.2917 2.6783 0.5345 0.3669
H 1.2490 1.8247 0.4383 0.3586
H -1.5339 0.6834 -0.2371 0.3641
H -0.2889 1.1152 -1.4034 0.2307
H -0.3328 -2.7888 0.2671 0.2934
H -1.7910 -1.6768 0.1018 0.2533